Computed, not measured: a molecular structure, C41H42KN8O3SSe in a non-equilibrium geometry, with ωB97M-V/def2-TZVPD.

```
97
Properties=species:S:1:pos:R:3:forces:R:3:mulliken_charge:R:1
K 0.16283 -1.41903 2.03521 0.54 0.13 -0.18 0.992
O 1.32976 -0.41913 4.37711 0.25 -0.92 1.26 -0.631
C 1.61270 -1.33837 5.26264 -0.01 -0.06 -0.64 -0.068
C 2.96388 -1.49401 5.72647 0.29 1.18 -0.41 -0.489
C 3.33657 -2.48450 6.57889 -0.16 -1.00 0.50 -0.357
C 2.44030 -3.50814 6.94368 2.27 -0.55 0.85 -0.588
C 1.21887 -3.53141 6.42878 -2.20 1.13 -0.44 -0.727
C 0.73186 -2.39768 5.77327 0.05 0.14 -1.85 0.506
C -0.63417 -2.50358 5.30497 1.09 1.44 0.13 -0.108
N -1.10763 -1.56620 4.59251 -1.92 -0.61 -0.93 0.114
C -2.52469 -1.72186 4.32148 -1.91 0.96 0.03 -1.111
C -3.10877 -1.34760 2.93587 0.96 -0.13 -0.71 -0.304
N -2.35734 -1.96475 1.79834 -1.63 -0.04 -0.14 0.142
C -3.13267 -2.25082 0.81074 0.43 1.24 0.03 -0.414
C -2.79706 -2.78193 -0.48619 0.76 -0.48 -0.63 0.115
C -3.79179 -3.38512 -1.26026 0.80 -0.73 -0.36 -0.509
C -3.48335 -3.97807 -2.49244 -0.91 0.81 0.20 -0.828
C -2.17629 -3.90717 -3.00130 -0.98 -0.23 -0.09 -0.236
C -1.17972 -3.33626 -2.25691 0.78 -0.83 -0.94 -0.600
C -1.47367 -2.62590 -1.08012 0.05 1.71 0.91 0.512
O -0.65435 -1.72827 -0.68308 0.20 -0.80 0.64 -0.641
H 3.70621 -0.76711 5.35185 -0.47 -0.35 0.24 0.321
H 4.34419 -2.61636 6.94946 0.23 0.43 -0.09 0.351
H 2.73875 -4.30422 7.59703 0.48 -0.34 0.14 0.370
H 0.51611 -4.35719 6.51704 0.18 -0.01 0.41 0.303
H -1.22301 -3.34070 5.67775 -0.29 -0.26 -0.06 0.146
H -3.07965 -0.91845 4.88645 0.58 -1.03 0.34 0.139
H -2.92076 -2.73409 4.59500 0.33 0.57 -0.02 0.442
H -3.18156 -0.22514 2.82651 0.37 -1.08 0.04 0.120
H -4.13257 -1.75118 2.87336 0.10 0.33 0.43 0.455
H -4.17628 -1.89573 0.82747 -0.21 -0.47 0.45 0.187
H -4.80276 -3.47117 -0.87805 -0.08 0.14 0.07 0.391
H -4.32054 -4.33159 -3.09744 0.38 -0.11 0.04 0.294
H -2.06742 -4.22577 -4.03799 0.52 -0.27 0.29 0.322
H -0.12080 -3.38104 -2.56835 -0.73 0.29 0.01 0.396
C -1.84510 3.60197 -5.28107 0.18 0.32 0.47 -0.954
N -3.04932 3.33538 -4.53222 -2.81 0.86 0.57 0.357
C -3.33874 2.24673 -3.74001 0.89 -0.63 -0.11 -0.442
Se -2.15433 0.94345 -3.18436 -0.56 0.57 -0.23 -0.355
N -4.67771 2.28732 -3.44655 0.00 0.99 0.03 0.036
C -5.26638 3.46230 -3.95590 -2.03 -1.28 -0.37 0.316
C -6.68576 3.81596 -4.09740 2.15 -1.39 1.08 -0.747
C -6.92435 4.91670 -4.88048 0.30 0.36 -0.36 -0.417
C -5.86190 5.58336 -5.55321 -1.89 -0.30 0.61 -0.636
C -4.58646 5.13282 -5.50917 1.03 0.67 -0.63 -0.525
C -4.27249 4.07787 -4.68252 1.28 -0.69 -0.02 0.809
H -1.03783 3.11205 -4.73037 0.12 0.38 -0.10 0.326
H -1.69089 4.69949 -5.45928 -0.14 -1.04 0.53 0.255
H -1.92709 3.11447 -6.23247 0.06 -0.25 -0.71 0.362
H -5.13906 1.56958 -2.90067 0.37 0.22 -0.06 0.201
H -7.44071 3.15565 -3.58245 0.76 1.09 -0.74 0.300
H -7.92566 5.27190 -5.08256 -0.10 -0.06 0.24 0.362
H -6.12534 6.45325 -6.12203 0.05 0.19 -0.38 0.388
H -3.88363 5.60491 -6.18224 0.37 -0.06 0.24 0.292
C 2.12996 2.39377 2.43753 0.56 -0.82 0.97 -1.072
C 0.64603 2.54109 2.47917 -0.28 1.10 -1.32 1.287
C 0.05494 3.42132 1.59254 -0.82 -0.14 0.34 -1.013
C -1.36887 3.47351 1.57074 0.67 0.64 0.74 0.818
N -2.11135 2.78286 2.41142 -0.04 0.03 0.23 -0.500
C -1.52053 2.10907 3.42219 0.21 -0.53 1.97 -0.168
S -2.29569 1.64969 4.89194 0.52 0.58 -1.69 -0.360
N -0.12916 1.90670 3.37108 0.08 -0.46 -0.71 0.304
C -2.10775 4.51218 0.74577 0.66 -1.09 0.53 -1.205
H 2.58530 3.13744 1.77465 -0.30 -0.06 0.21 0.393
H 2.43248 1.38741 2.04699 -0.26 0.67 0.65 0.045
H 2.49490 2.54420 3.48686 0.08 -0.41 -0.95 0.284
H 0.66313 4.08860 0.99456 -0.11 -0.24 -0.13 0.283
H 0.32554 1.16714 3.93253 -0.33 -0.14 0.50 0.171
H -1.91851 4.25808 -0.29814 -0.11 0.68 -0.16 0.274
H -1.76993 5.50552 1.08964 -0.07 -0.34 -0.61 0.323
H -3.14161 4.36660 1.01531 -0.42 0.20 -0.25 0.352
C 6.19724 -2.41231 -1.94502 0.47 -0.16 -0.57 -1.045
N 5.70838 -1.72855 -0.80601 -1.25 1.48 1.54 0.005
N 4.30545 -1.55764 -0.71479 0.85 0.24 0.66 0.436
C 3.90136 -1.47267 0.66227 2.33 -0.63 -1.21 0.197
O 2.77774 -1.33893 1.03917 -1.80 0.46 0.40 -0.486
C 5.14907 -1.61588 1.36407 3.03 -0.09 0.15 -1.230
C 6.23463 -1.72045 0.47460 -3.06 -0.30 -0.67 0.947
C 7.69818 -1.82918 0.65633 0.92 0.83 1.79 -1.376
C 3.64428 -1.02716 -1.84143 -1.32 -0.20 -1.08 -0.056
C 2.35546 -1.49499 -2.13546 -0.95 -1.04 0.80 0.216
C 1.72879 -1.29967 -3.35091 -0.22 0.78 0.03 -0.338
C 2.41138 -0.53340 -4.28497 0.07 0.93 -1.47 -0.488
C 3.62209 0.11022 -4.01045 0.03 -0.37 0.85 -0.620
C 4.20426 -0.12177 -2.74435 0.38 0.36 -0.30 -0.198
H 6.42525 -1.69285 -2.72175 -0.10 0.00 -0.50 0.338
H 5.44581 -3.13949 -2.32408 0.74 0.21 0.35 0.291
H 7.15769 -2.82194 -1.63288 -0.22 -0.59 -0.37 0.361
H 5.36216 -1.64124 2.43352 -0.70 0.23 -0.31 0.487
H 8.17168 -2.64051 0.12604 -0.02 -0.19 -0.45 0.392
H 7.89684 -2.05661 1.73304 -0.15 0.32 -0.75 0.337
H 8.25125 -0.86306 0.42550 -0.81 -1.13 0.10 0.228
H 1.72683 -2.02389 -1.40273 0.69 0.08 -0.02 0.150
H 0.67494 -1.64026 -3.50222 1.20 0.27 0.10 0.158
H 1.97759 -0.30464 -5.26517 -0.06 -0.33 0.34 0.320
H 4.11364 0.78318 -4.75399 -0.57 -0.64 0.82 0.339
H 5.06669 0.46291 -2.43790 0.26 -0.34 -0.13 0.482
```
Forces are in eV/Å.

energy above the lowest of the compared OMol25 structures with the same formula, charge and spin: 0.0 kJ/mol
2S+1: 1
gap between HOMO and LUMO: 5.75 eV
energy: -153768.754 eV
charge: -1
highest occupied orbital energy: -3.790 eV
E_LUMO: 0.0720 Eh